No. 1
A single CH8N2OSi molecule in a non-equilibrium geometry. Source: the Open Molecules 2025 dataset; level of theory: the ωB97M-V functional and the def2-TZVPD basis.

```
! RIJCOSX wB97M-V def2-TZVPD def2/J DEFGRID3
* xyz 0 1
C 1.37375 0.10027 0.96953
N -0.13307 -0.78356 -1.58740
N -1.46170 -0.10829 0.95455
O -0.28373 1.64796 -0.94604
Si 0.03274 0.26764 -0.19982
H 1.73442 -0.90150 0.74491
H 2.23565 0.71445 0.96837
H 0.88408 -0.10332 1.97214
H -0.92947 -0.44528 -2.18098
H 0.21622 -1.74424 -1.60530
H -1.32550 -1.17133 0.94208
H -2.30148 0.04433 0.47405
H -0.04191 2.48288 -0.50609
*
```

Lowest unoccupied orbital energy   0.6 eV
ΔE to the lowest compared entry with this formula, charge and spin   0.917 eV
Kohn-Sham gap   9.36 eV
Calculated total energy   -14074.549 eV
SMILES string   C[Si](N)(N)O

No. 2
2 unconnected molecules or ions with the total composition CH8N2S in a non-equilibrium geometry. Source: the Open Molecules 2025 dataset; level of theory: the ωB97M-V functional and the def2-TZVPD basis.

```
! RIJCOSX wB97M-V def2-TZVPD def2/J DEFGRID3
* xyz 0 1
S 2.49361 -0.29037 0.02117
H 2.60720 -1.16372 -1.00349
H 3.12582 0.80900 -0.38889
N -1.12515 -0.28618 -0.92444
C -0.99239 0.58258 0.26267
N -0.98168 -0.23244 1.46296
H -1.29574 0.33030 -1.72587
H -0.20971 -0.61477 -1.21234
H -0.06905 1.16372 0.23572
H -1.80231 1.30489 0.31935
H -1.67528 -0.95032 1.35276
H -0.07531 -0.65268 1.60041
*
```

Lowest unoccupied orbital energy   0.6 eV
ΔE to the lowest compared entry with this formula, charge and spin   0.313 eV
Kohn-Sham gap   9.81 eV
Calculated total energy   -14981.720 eV
SMILES string   NCN.S

No. 3
2 unconnected molecules or ions with the total composition CH8N2S in a non-equilibrium geometry. Source: the Open Molecules 2025 dataset; level of theory: the ωB97M-V functional and the def2-TZVPD basis.

```
! RIJCOSX wB97M-V def2-TZVPD def2/J DEFGRID3
* xyz 0 1
S 3.70759 -0.74113 -3.49294
H 3.79225 -2.08836 -3.90586
H 3.82078 -0.87011 -2.16130
N -0.82037 1.57439 0.85144
C -0.79537 0.29462 1.48981
N -1.92314 -0.64856 0.87892
H -0.21077 1.93468 0.13044
H -1.70278 1.78148 0.50217
H 0.16954 -0.27309 1.61918
H -1.11669 0.34948 2.60703
H -2.53429 -1.07830 1.48089
H -2.38675 -0.23509 0.00021
*
```

Lowest unoccupied orbital energy   0.8 eV
ΔE to the lowest compared entry with this formula, charge and spin   1.376 eV
Kohn-Sham gap   9.28 eV
Calculated total energy   -14980.657 eV
SMILES string   NCN.S